Below is 2 unconnected molecules or ions with the total composition NO6S in a non-equilibrium geometry, with properties calculated with wB97M-V/def2-TZVPD.

The value obtained for the HOMO energy (alpha / beta) is -1.9 / -5.2 eV. As for the expectation value of S²: 2.008. Its spin multiplicity is 3. Its charge is -1. The calculation puts the frontier orbital gap (alpha / beta) at 0.1930 / 0.1681 hartree.

Geometry as XYZ:
```
8
Properties=species:S:1:pos:R:3:mulliken_charge:R:1
N -1.61 0.05 -0.03 1.164
O -1.21 -1.09 -0.01 -0.419
O 1.51 -0.77 -1.19 -0.528
O -2.79 0.38 0.03 -0.568
O 1.32 -0.77 1.31 -0.527
O 2.11 1.23 -0.05 -0.535
O -0.74 1.00 -0.11 -0.270
S 1.43 -0.03 0.05 0.683
```

Below is 2 unconnected molecules or ions with the total composition C3H4NOP in a non-equilibrium geometry, with properties calculated with wB97M-V/def2-TZVPD.

As for the SMILES: C=C1OP1.C#N. The value obtained for the HOMO energy is -9.3 eV. Its spin multiplicity is 1. The calculation puts the frontier orbital gap at 0.3681 hartree.

Geometry as XYZ:
```
10
Properties=species:S:1:pos:R:3:mulliken_charge:R:1
C 1.85 1.93 -0.91 -0.639
C 1.54 0.89 -0.11 0.353
O 1.91 0.27 1.05 -0.335
P 0.52 -0.47 0.48 0.070
H 1.31 2.12 -1.82 0.246
H 2.71 2.47 -0.67 0.262
H -0.31 0.29 1.38 0.031
C -3.18 -2.47 0.11 0.093
N -2.08 -2.71 0.26 -0.344
H -4.26 -2.33 0.23 0.262
```

Below is a molecular structure, C46H54GeHfN8O3S3Te in a non-equilibrium geometry, with properties calculated with wB97M-V/def2-TZVPD.

The value obtained for the HOMO energy is -4.4 eV. Its spin multiplicity is 1. The calculation puts the frontier orbital gap at 0.1361 hartree.

Geometry as XYZ:
```
117
Properties=species:S:1:pos:R:3:mulliken_charge:R:1
Hf -1.08 -0.88 -0.16 1.931
C -4.30 -1.84 -1.47 -1.197
O -2.99 -1.38 -1.76 0.126
C -2.91 -0.47 -2.83 0.080
C -3.61 -0.59 -4.00 -0.623
C -3.45 0.36 -5.01 -0.934
C -2.62 1.46 -4.81 -0.744
C -1.93 1.60 -3.63 -0.612
C -2.02 0.62 -2.62 0.893
N -1.39 0.68 -1.42 0.125
N -0.67 1.84 -1.21 -0.531
C -0.56 2.30 0.04 -0.802
C -0.95 1.63 1.24 0.484
O -1.32 0.34 1.29 -0.503
C -0.99 2.37 2.43 0.024
C -0.54 3.67 2.52 -1.260
C 0.03 4.29 1.39 0.761
C 0.64 5.57 1.45 -0.374
C 1.12 6.18 0.33 -0.943
C 1.04 5.54 -0.91 -0.917
C 0.50 4.28 -0.99 -0.479
C 0.00 3.62 0.14 1.022
H -5.02 -1.01 -1.40 0.344
H -4.23 -2.35 -0.51 0.159
H -4.65 -2.54 -2.23 0.351
H -4.27 -1.42 -4.16 0.427
H -4.00 0.26 -5.93 0.414
H -2.53 2.21 -5.57 0.444
H -1.34 2.48 -3.44 0.392
H -1.38 1.86 3.30 0.482
H -0.63 4.22 3.44 0.414
H 0.73 6.05 2.42 0.442
H 1.58 7.16 0.39 0.375
H 1.42 6.02 -1.80 0.388
H 0.44 3.77 -1.93 0.201
Te 0.48 -4.42 2.93 -0.258
C -2.26 -5.14 -2.16 -1.422
Ge -0.89 -3.79 -2.70 0.947
C -1.58 -3.12 -4.48 -1.371
C 0.72 -4.86 -3.31 -1.473
C -0.34 -2.77 -1.09 -1.119
H -2.39 -5.90 -2.92 0.392
H -3.22 -4.67 -1.98 0.365
H -1.96 -5.63 -1.24 0.419
H -2.55 -3.56 -4.66 0.414
H -0.91 -3.46 -5.27 0.591
H -1.68 -2.04 -4.56 0.185
H 0.43 -5.56 -4.09 0.429
H 1.14 -5.43 -2.49 0.408
H 1.51 -4.23 -3.71 0.308
H 0.76 -2.87 -1.04 0.613
H -0.71 -3.51 -0.36 0.825
S 4.27 4.93 0.72 -0.306
C 3.44 3.54 0.96 -0.118
S 3.14 2.39 -0.33 -0.015
C 2.19 1.39 0.83 -0.777
N 2.18 1.91 1.99 -0.407
N 2.87 3.06 2.09 0.861
C 3.03 3.60 3.38 0.271
C 2.03 3.38 4.33 0.434
C 2.17 3.88 5.61 -0.998
C 3.31 4.57 5.97 -0.464
C 4.32 4.76 5.04 -0.812
C 4.18 4.28 3.75 -0.726
S 1.63 -0.14 0.36 0.330
H 1.14 2.83 4.04 0.508
H 1.38 3.73 6.33 0.395
H 3.41 4.97 6.97 0.406
H 5.23 5.27 5.33 0.399
H 4.97 4.45 3.04 0.373
C -1.92 -2.66 5.61 -1.082
N -2.61 -2.14 4.46 -0.347
N -1.95 -1.90 3.27 1.394
C -2.86 -2.00 2.24 0.291
O -2.56 -1.93 1.00 -0.164
C -4.11 -2.28 2.83 -1.754
C -3.91 -2.40 4.19 0.780
C -4.86 -2.77 5.26 -1.574
C -0.59 -1.64 3.19 0.700
C 0.09 -0.92 4.15 -0.213
C 1.49 -0.89 4.16 -0.653
C 2.22 -1.63 3.25 -1.250
C 1.57 -2.35 2.25 -0.793
C 0.14 -2.36 2.18 0.101
H -0.84 -2.54 5.48 0.495
H -2.12 -3.73 5.74 0.365
H -2.23 -2.13 6.51 0.332
H -5.03 -2.38 2.30 0.501
H -5.88 -2.78 4.87 0.396
H -4.81 -2.06 6.09 0.346
H -4.64 -3.76 5.64 0.315
H -0.45 -0.35 4.89 0.597
H 1.99 -0.28 4.89 0.426
H 3.30 -1.61 3.26 0.487
H 2.11 -2.71 1.39 0.583
H -0.33 -2.46 1.22 -0.541
C 2.56 1.28 -4.01 -1.096
C 1.54 0.84 -2.93 2.383
N 1.34 -0.59 -2.99 1.296
C 2.55 -1.28 -2.59 0.160
C 3.75 -0.73 -3.39 -1.296
N 3.20 0.05 -4.53 0.152
C 2.20 -0.76 -5.28 -1.101
C 0.99 -0.97 -4.33 0.157
H 3.32 1.94 -3.59 0.383
H 2.07 1.79 -4.85 0.372
H 0.59 1.35 -3.07 -0.863
H 1.90 1.10 -1.94 -1.944
H 2.41 -2.35 -2.77 0.386
H 2.71 -1.12 -1.52 -0.347
H 4.38 -1.54 -3.78 0.364
H 4.36 -0.06 -2.79 0.454
H 3.97 0.30 -5.16 0.303
H 2.66 -1.71 -5.55 0.364
H 1.92 -0.23 -6.19 0.363
H 0.70 -2.02 -4.33 -0.466
H 0.13 -0.37 -4.64 0.268
```

Below is C3H5Cl in the gas phase in a non-equilibrium geometry, with properties calculated with wB97M-V/def2-TZVPD.

As for the SMILES: C/C=C/Cl. The value obtained for the HOMO energy is -9.3 eV. Its spin multiplicity is 1. The calculation puts the frontier orbital gap at 0.3845 hartree.

Geometry as XYZ:
```
9
Properties=species:S:1:pos:R:3:mulliken_charge:R:1
C -1.19 0.05 0.09 -1.055
C 0.23 0.13 0.34 -0.018
C 1.29 -0.07 -0.43 -0.139
Cl 2.87 0.15 0.13 -0.171
H -1.70 1.03 -0.03 0.254
H -1.49 -0.68 -0.71 0.289
H -1.71 -0.43 0.83 0.353
H 0.41 0.29 1.43 0.243
H 1.29 -0.48 -1.65 0.243
```

Question: Which formula does entry 1 have?
Answer: NO6S

Question: What is the spin multiplicity in the first record?
Answer: 3